37
Properties=species:S:1:pos:R:3 method="wB97M-V/def2-TZVPD" e_above_lowest_ev=1.599 lumo_ev=2.171 homo_ev=-5.93 charge=-1 energy_ev=-29061.545
O 2.87896 0.51260 -0.23794
C 2.48632 -0.53869 0.35496
O 3.18024 -1.47824 0.72011
C 0.96141 -0.55308 0.71894
C 0.40049 -1.88921 1.30219
C -0.94378 -2.42034 0.62663
O -2.04769 -1.56606 0.66580
O -1.10262 -3.43461 -0.00504
H 0.35756 -0.16988 -0.18347
H 0.89377 0.20371 1.57116
H 1.08157 -2.75210 1.12268
H 0.17968 -1.83422 2.35487
H -1.86078 -0.69418 1.07611
H -1.08077 2.58751 -2.64207
H 0.18919 2.05085 -3.28800
O -0.54652 2.70540 -3.38327
H -1.62700 1.36716 3.68434
H -1.71274 0.28503 2.53720
O -1.55251 0.44512 3.52442
H 0.85983 2.78779 0.90968
H 1.35520 2.03637 2.17444
O 0.55432 2.49043 1.76998
H 1.06586 2.70084 -1.01208
H 2.30956 1.93796 -0.36571
O 1.87562 2.82093 -0.44707
H 0.66642 -1.94482 -3.19202
H -0.55219 -1.95603 -2.25249
O -0.34627 -1.99184 -3.20174
H -1.70756 1.46720 0.04390
H -0.78345 1.64086 1.49261
O -1.58460 1.13708 0.96001
H 1.75785 -2.93295 -0.63360
H 0.68738 -4.06235 -0.97961
O 1.56859 -3.72273 -1.27209
H -2.57525 0.80239 -1.33123
H -3.01346 2.27464 -1.68135
O -2.27264 1.68745 -1.50128

=====

36
Properties=species:S:1:pos:R:3 method="wB97M-V/def2-TZVPD" e_above_lowest_ev=1.785 lumo_ev=3.020 homo_ev=-5.38 charge=-1 energy_ev=-24425.168
O -1.54939 -1.68467 0.15955
C -0.88390 -1.09858 -0.67310
C -0.27065 0.24208 -0.36445
C -0.99483 1.29871 -1.20896
N 1.19183 0.19328 -0.50965
C 1.75597 -0.12967 -1.87060
O 1.80881 0.94863 -2.69434
H -0.73233 -1.56665 -1.65675
H -0.48603 0.42984 0.68093
H -2.07586 1.26153 -1.03376
H -0.81832 1.16126 -2.27247
H -0.63940 2.30019 -0.97890
H 1.56457 1.11250 -0.31260
H 2.76930 -0.49228 -1.62549
H 1.20711 -0.98389 -2.29211
H 2.35143 -1.98667 1.66968
H 1.81399 -0.70847 0.91662
O 2.04471 -1.07762 1.81308
H -0.91875 -1.30208 3.66292
H 0.53715 -1.61073 3.30906
O -0.04190 -1.50336 4.07404
H -1.99108 -1.09764 1.79715
H -2.06905 0.20467 2.69955
O -2.20517 -0.77203 2.69288
H -1.79345 -1.29271 -4.30978
H -0.36816 -0.67942 -4.24716
O -0.89343 -1.51871 -4.02950
H 1.02068 0.88909 -3.66968
H 0.93200 0.62581 -5.33089
O 0.32484 0.72739 -4.58642
H -1.15786 2.35543 2.08290
H -0.66258 1.73492 3.40198
O -1.48525 1.91632 2.86272
H 0.47277 0.20073 4.36439
H 1.41403 0.82620 3.37139
O 0.82820 1.07660 4.10774

=====

37
Properties=species:S:1:pos:R:3 method="wB97M-V/def2-TZVPD" e_above_lowest_ev=2.284 lumo_ev=0.188 homo_ev=-8.90 smiles="NCCCNC(N)=O.O.O.O.O.O.O" energy_ev=-23324.419
N 0.67193 2.00833 -3.66478
C 0.53327 2.33475 -2.25629
C 1.11670 1.22710 -1.33203
C 0.57873 -0.18734 -1.61496
N -0.59377 -0.50555 -0.81986
C -0.52235 -1.01480 0.44935
N 0.60762 -1.72183 0.76808
O -1.43745 -0.78840 1.24814
H 1.56538 1.72593 -4.02528
H -0.03747 1.37286 -3.99402
H -0.48458 2.59055 -1.97593
H 1.17475 3.20590 -2.10567
H 2.19815 1.34271 -1.31418
H 0.75917 1.46866 -0.31974
H 0.23564 -0.25996 -2.64792
H 1.41639 -0.88050 -1.58739
H -1.27678 0.23726 -0.86089
H 0.87135 -2.40586 0.07429
H 0.70693 -2.05664 1.70998
O -2.36671 0.31082 -2.82528
H -3.29293 0.30399 -3.11368
H -2.37989 -0.61963 -2.54441
O -0.63114 -2.12976 3.91932
H 0.27534 -1.83401 4.08271
H -0.74553 -1.76759 3.02459
O -2.07081 -3.09263 -0.44473
H -2.22537 -3.43422 0.44572
H -2.97370 -2.91060 -0.71952
O 1.67059 0.85446 3.47588
H 1.06248 1.55599 3.22696
H 2.46228 1.26273 3.83795
O 2.97743 -0.37812 0.84981
H 3.33053 -0.05135 1.69048
H 2.13371 0.08728 0.92536
O -1.97125 1.75943 2.78681
H -1.69303 1.13995 2.10664
H -1.64560 1.25009 3.54452

=====

38
Properties=species:S:1:pos:R:3 method="wB97M-V/def2-TZVPD" e_above_lowest_ev=0.334 lumo_ev=0.257 homo_ev=-9.64 smiles="C[C@@H](CO)NC(=O)O.O.O.O.O.O.O.O" energy_ev=-26488.042
C 0.47469 -2.81917 -0.66004
C -0.49153 -1.64390 -0.49892
C -1.76579 -1.94797 -1.27224
O -1.35695 -1.70267 -2.67201
N -0.69328 -1.34780 0.90939
C -1.46619 -0.22129 1.19385
O -1.60716 0.64504 0.32776
O -1.78158 -0.07177 2.45191
H 0.43545 -3.15354 -1.70290
H 1.49169 -2.55253 -0.41188
H 0.25950 -3.73577 -0.08116
H 0.00650 -0.79762 -0.97693
H -2.54955 -1.23032 -1.03078
H -2.03980 -2.99465 -1.18228
H -1.28907 -0.73009 -2.73161
H -0.67773 -1.99486 1.68028
H -0.97254 -0.33096 3.10366
O 1.13383 1.40758 2.54652
H 1.77067 1.80973 3.16919
H 0.54144 2.12318 2.16572
O 2.26930 0.90451 0.19683
H 2.05027 0.40667 -0.61708
H 1.50342 0.77985 0.77921
O 0.39127 -0.90237 3.37567
H 0.83324 -0.16179 2.81823
H 0.38774 -0.43832 4.22116
O -0.84177 1.09936 -2.33901
H -1.56220 1.60934 -2.74490
H -1.13568 0.94310 -1.41516
O 1.50225 -0.21864 -2.34974
H 0.99702 0.46259 -2.82115
H 2.15089 -0.55229 -2.97676
O 1.14882 3.20025 -0.97246
H 0.69150 2.71853 -1.67519
H 1.76011 2.55301 -0.56853
O -0.47070 3.10111 1.29200
H -1.11749 2.43754 0.99475
H 0.01940 3.34693 0.47456

=====

39
Properties=species:S:1:pos:R:3 method="wB97M-V/def2-TZVPD" e_above_lowest_ev=0.396 lumo_ev=0.169 homo_ev=-9.92 smiles="O=CCCNC(=O)O.O.O.O.O.O.O.O.O" energy_ev=-28534.302
O 2.19311 -1.39435 2.19138
C 1.05680 -1.45934 2.57863
C 0.35872 -0.16154 3.02502
C -0.93010 0.07524 2.24182
N -0.59335 1.03402 1.17445
C -1.52885 1.77125 0.55269
O -1.32750 2.45183 -0.43795
O -2.70596 1.79828 1.20742
H 0.47024 -2.37024 2.79630
H 1.18052 0.52327 2.81484
H 0.19473 -0.01989 4.09632
H -1.67893 0.56982 2.86267
H -1.38817 -0.86055 1.93087
H 0.22907 0.67772 0.71444
H -3.28732 2.41953 0.76415
O -1.91346 -2.75984 1.24218
H -2.76696 -2.39732 1.02020
H -1.64399 -3.00283 0.34575
O 3.41530 -0.75716 -0.64934
H 3.94188 -0.42310 0.07050
H 3.32473 0.02457 -1.20832
O 3.50969 1.99689 -2.45062
H 2.75282 2.04414 -3.03260
H 3.20030 2.14632 -1.55696
O -2.46958 0.20645 -2.78820
H -1.64513 0.66221 -2.59818
H -3.00223 0.89904 -3.18305
O 2.10124 -3.16802 -0.46868
H 2.71297 -2.68736 0.10131
H 2.64733 -3.20119 -1.25211
O -3.79979 -1.78636 -0.71668
H -3.67053 -0.89638 -0.37054
H -3.66723 -1.68509 -1.66019
O 1.10019 2.77248 -1.72672
H 0.77090 3.54905 -2.18539
H 0.57634 2.67340 -0.91826
O 0.43700 0.24560 -1.26229
H 0.68633 0.88910 -1.95061
H 1.15883 -0.39968 -1.31427

=====

35
Properties=species:S:1:pos:R:3 method="wB97M-V/def2-TZVPD" e_above_lowest_ev=1.651 lumo_ev=0.304 homo_ev=-8.93 smiles=CN[C@H](C)CS.O.O.O.O.O.O energy_ev=-29130.354
C -0.29068 -1.28977 -1.27347
N -0.08146 -1.13696 0.15455
C 1.00090 -1.91000 0.81598
C 0.94319 -3.37327 0.38575
C 1.10309 -1.67390 2.28557
S 2.63450 -0.89360 2.88138
H -0.98536 -0.50897 -1.55938
H 0.66638 -1.12625 -1.81021
H -0.42648 -2.35452 -1.51386
H -0.93123 -1.36462 0.66823
H 1.86289 -1.47668 0.27226
H 1.62937 -4.07187 0.94593
H -0.08367 -3.70460 0.51226
H 1.40953 -3.67984 -0.54753
H 0.27911 -1.08232 2.67634
H 1.11929 -2.66039 2.81430
H 3.51359 -1.79226 2.38655
O 0.43167 2.71951 -3.24540
H 0.70814 2.03704 -3.86420
H -0.19005 3.33781 -3.64378
O 1.71493 1.10530 -0.91028
H 1.61178 2.02105 -0.61717
H 1.08107 0.62352 -0.35618
O -3.48688 0.85892 0.01307
H -2.69690 1.40686 0.04582
H -4.29297 1.22436 0.35577
O -1.43122 2.41132 -1.42391
H -0.51967 2.48572 -1.80168
H -1.53783 1.48026 -1.64263
O 0.18814 2.85418 1.68845
H 0.39253 3.78860 1.66058
H -0.13250 2.43145 0.89187
O -4.06483 -0.54643 -2.59396
H -4.58620 0.01455 -2.00882
H -3.20238 -0.43661 -2.18644

=====

Please write out number 6 again, unchanged.
35
Properties=species:S:1:pos:R:3 method="wB97M-V/def2-TZVPD" e_above_lowest_ev=1.651 lumo_ev=0.304 homo_ev=-8.93 smiles=CN[C@H](C)CS.O.O.O.O.O.O energy_ev=-29130.354
C -0.29068 -1.28977 -1.27347
N -0.08146 -1.13696 0.15455
C 1.00090 -1.91000 0.81598
C 0.94319 -3.37327 0.38575
C 1.10309 -1.67390 2.28557
S 2.63450 -0.89360 2.88138
H -0.98536 -0.50897 -1.55938
H 0.66638 -1.12625 -1.81021
H -0.42648 -2.35452 -1.51386
H -0.93123 -1.36462 0.66823
H 1.86289 -1.47668 0.27226
H 1.62937 -4.07187 0.94593
H -0.08367 -3.70460 0.51226
H 1.40953 -3.67984 -0.54753
H 0.27911 -1.08232 2.67634
H 1.11929 -2.66039 2.81430
H 3.51359 -1.79226 2.38655
O 0.43167 2.71951 -3.24540
H 0.70814 2.03704 -3.86420
H -0.19005 3.33781 -3.64378
O 1.71493 1.10530 -0.91028
H 1.61178 2.02105 -0.61717
H 1.08107 0.62352 -0.35618
O -3.48688 0.85892 0.01307
H -2.69690 1.40686 0.04582
H -4.29297 1.22436 0.35577
O -1.43122 2.41132 -1.42391
H -0.51967 2.48572 -1.80168
H -1.53783 1.48026 -1.64263
O 0.18814 2.85418 1.68845
H 0.39253 3.78860 1.66058
H -0.13250 2.43145 0.89187
O -4.06483 -0.54643 -2.59396
H -4.58620 0.01455 -2.00882
H -3.20238 -0.43661 -2.18644